Record 1
C41H44Cl2Ge2O2PW as an isolated structure in a non-equilibrium geometry, computed with ωB97M-V/def2-TZVPD.

Each line ends with the Löwdin spin population.
Geometry (Å):
W1 -0.15729 0.20012 0.03503  1.053
C1 -1.82678 0.85189 5.19463  0.000
C2 -1.20816 1.45580 3.93678  -0.001
Ge1 -0.90255 0.13804 2.51378  -0.047
C3 1.14460 -0.25700 2.45725  -0.041
C4 1.34807 -0.74375 3.90203  -0.015
C5 -1.73089 -1.53728 3.00384  -0.006
C6 -1.74429 -2.58088 2.18557  -0.006
Ge2 -1.09233 -2.19451 0.37200  -0.022
C7 -2.55619 -1.41015 -0.68704  -0.008
C8 -3.96062 -1.83864 -0.26676  -0.002
C9 0.02049 -3.53498 -0.57185  -0.008
C10 -0.70238 -4.79999 -1.04233  -0.003
C11 -2.32716 -3.88896 2.58376  -0.001
C12 -2.40203 -4.26045 3.89990  -0.001
C13 -2.96785 -5.48314 4.27153  0.000
C14 -3.47843 -6.31683 3.30940  -0.002
C15 -3.41603 -5.96403 1.99369  0.000
C16 -2.81642 -4.75085 1.63543  -0.002
H1 -1.89172 1.60616 5.98040  0.000
H2 -1.24352 0.01964 5.59351  0.000
H3 -2.84118 0.49139 5.01202  0.000
H4 -0.23085 1.89858 4.14334  -0.001
H5 -1.81847 2.27859 3.56475  0.000
H6 1.69935 0.65892 2.27220  0.004
H7 1.49254 -1.01021 1.75985  0.004
H8 1.09058 0.02082 4.63596  0.000
H9 2.40556 -0.98134 4.03175  -0.006
H10 0.77724 -1.64563 4.12239  0.000
H11 -2.27349 -1.61259 3.94228  -0.001
H12 -2.34675 -1.60745 -1.73979  -0.001
H13 -2.52571 -0.30531 -0.60819  -0.001
H14 -4.13257 -2.88974 -0.50080  0.000
H15 -4.71190 -1.25674 -0.80332  0.000
H16 -4.13152 -1.68953 0.80169  0.000
H17 0.88279 -3.78610 0.04478  0.000
H18 0.41889 -3.00144 -1.44419  0.000
H19 -0.95908 -5.44685 -0.21264  0.000
H20 -0.05245 -5.37730 -1.70204  -0.001
H21 -1.61267 -4.57144 -1.60451  0.000
H22 -1.98034 -3.60848 4.65740  0.000
H23 -3.00770 -5.78050 5.31107  0.000
H24 -3.93218 -7.25696 3.59368  0.000
H25 -3.83064 -6.62351 1.24109  0.000
H26 -2.77478 -4.46197 0.59554  0.000
Cl1 3.81173 -0.86136 -5.97149  0.156
C17 2.67546 -0.62670 -4.79668  0.193
C18 1.31728 -0.63638 -5.15619  -0.027
C19 0.34998 -0.45960 -4.22893  0.121
Cl2 -1.26940 -0.48495 -4.64985  0.068
C20 0.72016 -0.25277 -2.80001  0.135
O1 -0.16981 -0.13295 -1.97291  0.136
C21 2.11860 -0.20144 -2.44759  0.054
C22 2.54106 0.11750 -1.12217  0.044
O2 1.80782 0.42607 -0.18459  0.037
C23 3.07588 -0.40238 -3.40215  0.180
H27 1.04321 -0.79123 -6.19263  -0.003
H28 3.60036 0.13908 -0.86846  0.000
H29 4.12733 -0.37518 -3.12301  0.004
C24 -0.33170 5.34243 3.15174  0.000
C25 -1.65105 5.31052 2.71871  0.001
C26 -2.05700 4.36936 1.78173  0.001
C27 -1.13650 3.45147 1.28796  0.009
C28 0.19298 3.49700 1.71057  0.009
C29 0.59414 4.44022 2.64244  0.001
P1 -1.59310 2.29149 -0.01096  0.001
C30 -3.35436 1.91561 0.09661  -0.004
C31 -3.95206 1.71434 1.34041  -0.004
C32 -5.29348 1.37318 1.42072  0.000
C33 -6.04368 1.22573 0.26138  -0.003
C34 -5.44672 1.40710 -0.98169  -0.001
C35 -4.10494 1.74238 -1.06638  -0.002
C36 -1.27152 3.16723 -1.56825  0.000
C37 -2.15751 4.16081 -1.98139  0.000
C38 -1.86214 4.94055 -3.09177  0.000
C39 -0.67323 4.74738 -3.78420  0.001
C40 0.23036 3.78671 -3.35743  0.000
C41 -0.06644 3.00088 -2.25096  0.002
H30 -0.02116 6.08218 3.87984  0.000
H31 -2.36624 6.02588 3.10529  0.000
H32 -3.08901 4.36009 1.44566  0.000
H33 0.92693 2.81218 1.30275  0.006
H34 1.62727 4.47839 2.96557  0.000
H35 -3.38842 1.87124 2.25064  -0.001
H36 -5.76220 1.24725 2.38932  0.000
H37 -7.09598 0.97727 0.32608  0.000
H38 -6.03075 1.29919 -1.88814  0.000
H39 -3.65141 1.87871 -2.04096  0.000
H40 -3.07670 4.34252 -1.43976  0.000
H41 -2.55728 5.70684 -3.40904  0.000
H42 -0.44444 5.36005 -4.64677  0.000
H43 1.17308 3.65945 -3.87858  0.000
H44 0.67193 2.28495 -1.90942  0.001

The charge is +3. The calculation puts the largest force on an atom at 0.0519 Eh/bohr. As for the multiplicity: 3. Its total energy is -7220.80770 Eh. Its expectation value of S² is 2.097.

---

Record 2
One molecule with the formula HIS2 in a non-equilibrium geometry, computed with ωB97M-V/def2-TZVPD.

Each line ends with the Löwdin charge.
Geometry (Å):
S1 -0.95736 1.28163 0.79944  0.196
S2 1.04316 -1.82785 -0.83720  -0.344
I1 1.23691 0.45413 -0.58114  0.502
H1 -1.32271 0.09209 0.61889  -0.353

The energy above the lowest of the compared OMol25 structures with the same formula, charge and spin is 48.9 kcal/mol. The calculation puts the largest force on an atom at 0.0592 Eh/bohr. Its total energy is -1094.58402 Eh.

---

Record 3
A 18-piece molecular cluster, H35O18 overall in a non-equilibrium geometry, computed with ωB97M-V/def2-TZVPD.

Each line ends with the Löwdin charge.
Geometry (Å):
O1 -3.57412 2.22698 -1.59790  -0.043
H1 1.04899 -4.65728 -3.87318  -0.019
H2 -1.23176 3.62495 -4.17719  0.071
O2 1.91616 -1.55864 4.04659  -0.037
H3 -2.17451 -4.46484 -2.42909  -0.056
O3 3.27873 5.32743 -0.95705  0.019
H4 2.44623 5.61929 -1.02218  -0.060
H5 3.59827 4.49477 -1.21073  0.022
O4 -0.17697 5.24234 -1.15515  -0.023
H6 0.57732 -0.77841 0.09379  -0.096
H7 0.08652 4.36440 -1.06707  0.002
O5 -1.76144 -3.07667 0.23398  -0.073
H8 -0.75773 -2.81054 0.24033  0.097
H9 -3.52926 1.76844 -0.78791  -0.008
O6 -0.41139 -2.01803 3.23446  -0.167
H10 -3.93576 0.01882 -3.52009  0.019
H11 -0.19188 -1.32706 2.42233  0.007
O7 1.29204 -3.90950 -4.32296  -0.011
H12 3.23222 0.16882 4.35105  -0.048
H13 1.80232 -3.30383 -3.82211  -0.031
O8 -4.16189 0.55156 -4.27632  -0.079
H14 -0.84752 1.15116 3.66977  0.042
H15 2.27438 1.21933 3.68291  0.040
O9 -3.54915 -2.61518 3.47861  -0.132
H16 -2.60718 -2.92846 3.77677  0.065
H17 -3.11234 -2.05379 2.78356  0.018
O10 0.42458 -1.53868 1.26625  -0.272
H18 1.28886 -1.68740 1.61426  -0.006
H19 0.99329 -1.86552 4.17601  0.010
O11 2.92155 1.02257 4.38416  -0.049
H20 5.00394 -1.19912 -1.28474  0.066
H21 -4.62373 1.37610 -4.01564  0.036
O12 4.59686 -0.31600 -1.00523  -0.124
H22 3.71658 -0.39868 -0.55310  0.038
H23 0.06261 5.87132 -0.48173  0.042
O13 -2.23469 -3.59433 -2.32063  -0.016
H24 2.53609 -2.05977 4.45240  -0.021
H25 -0.17432 -2.86996 3.06927  -0.023
O14 -1.21160 3.65212 -3.18494  -0.076
H26 -2.05082 -2.63905 1.00039  -0.018
H27 -1.69240 4.43404 -2.88364  0.028
O15 0.80875 -0.30686 -0.76355  -0.127
H28 -2.72138 2.67407 -1.48756  0.015
H29 1.26560 0.48726 -0.49974  -0.014
O16 -1.74870 2.05265 1.12389  0.010
H30 -1.96624 -3.23209 -1.47739  -0.026
H31 -1.99799 1.44202 1.87136  0.072
O17 3.08888 -1.85944 -3.50754  0.006
H32 2.25798 -1.43525 -3.29560  0.056
H33 3.51561 -1.28679 -4.03815  -0.015
O18 -0.39033 1.13973 4.56691  -0.083
H34 -0.07647 0.24026 4.78296  0.029
H35 -1.12279 1.62075 0.69608  -0.059

The energy above the lowest of the compared OMol25 structures with the same formula, charge and spin is 89.6 kcal/mol. The charge is -1. The calculation puts the largest force on an atom at 0.1363 Eh/bohr. Its total energy is -1375.23353 Eh.